--- i ---
{"formula": "C4H8N4", "method": "wB97M-V/def2-TZVPD", "lumo_energy_ha": -0.0033, "homo_energy_ev": -9.4, "molar_mass_g_mol": 112.14, "symbols": ["C", "C", "C", "C", "N", "N", "N", "N", "H", "H", "H", "H", "H", "H", "H", "H"], "xyz": [[-2.71, 0.96, 0.13], [-1.50, 1.10, -0.55], [1.27, -0.84, 1.12], [1.61, -0.19, -1.16], [-2.56, -0.09, 0.96], [-1.34, -0.48, 0.94], [-0.72, 0.13, -0.01], [1.15, 0.14, 0.15], [-3.55, 1.54, 0.09], [-1.05, 1.57, -1.39], [1.11, -1.82, 0.69], [2.30, -0.78, 1.49], [0.61, -0.60, 2.05], [1.05, 0.43, -2.03], [2.63, 0.16, -0.96], [1.71, -1.24, -1.53]]}

***

--- ii ---
{"formula": "C4H8N4", "method": "wB97M-V/def2-TZVPD", "lumo_energy_ha": 0.0291, "smiles": "[H]/N=C1\\CC/C(=N\\[H])NN1", "homo_energy_ev": -8.0, "molar_mass_g_mol": 112.14, "symbols": ["C", "C", "C", "C", "H", "H", "H", "H", "H", "H", "H", "H", "N", "N", "N", "N"], "xyz": [[1.57, -0.13, -0.02], [0.67, 1.12, 0.33], [-0.79, 1.02, -0.30], [-1.43, -0.28, -0.05], [3.49, 0.24, -0.22], [1.16, 2.15, 0.05], [0.34, 1.13, 1.37], [-0.80, 1.05, -1.33], [-1.43, 1.73, 0.35], [-3.34, 0.20, -0.45], [-0.89, -2.30, 0.32], [1.11, -2.20, 0.21], [2.80, -0.50, -0.23], [-2.70, -0.59, -0.11], [-0.55, -1.34, 0.31], [0.78, -1.30, -0.23]]}

***

--- iii ---
{"formula": "C4H8N4", "method": "wB97M-V/def2-TZVPD", "lumo_energy_ha": 0.0235, "homo_energy_ev": -8.6, "molar_mass_g_mol": 112.14, "symbols": ["C", "C", "C", "C", "N", "N", "N", "N", "H", "H", "H", "H", "H", "H", "H", "H"], "xyz": [[2.19, 1.24, -0.28], [1.00, 1.63, -0.78], [1.03, -0.56, -0.56], [-1.18, 0.49, -1.17], [2.22, -0.14, -0.23], [0.24, 0.48, -0.89], [-1.32, -1.80, 2.26], [-1.77, -0.85, 1.74], [3.13, 1.73, -0.16], [0.55, 2.64, -1.07], [-1.30, -0.37, -1.85], [-1.62, 0.30, -0.22], [-1.46, 1.52, -1.52], [-0.32, -2.20, 2.34], [-2.03, -2.61, 2.83], [0.63, -1.50, -0.46]]}

***

The structure with the least stability is i.

***

--- i ---
{"formula": "C4H8N4", "method": "wB97M-V/def2-TZVPD", "lumo_energy_ha": 0.0111, "smiles": "C1=C\\NNCC/N=N/1", "homo_energy_ev": -7.8, "molar_mass_g_mol": 112.14, "symbols": ["C", "C", "C", "C", "H", "H", "H", "H", "H", "H", "H", "H", "N", "N", "N", "N"], "xyz": [[-0.44, -1.43, -0.24], [-1.19, -0.62, -1.40], [0.71, 1.93, -0.05], [1.18, 1.15, 0.96], [-0.70, -2.42, -0.12], [0.65, -1.63, -0.48], [-0.69, -0.88, -2.39], [-2.22, -1.07, -1.54], [1.05, 2.87, -0.36], [1.88, 1.67, 1.64], [1.38, -0.50, 2.21], [-1.12, -0.12, 1.37], [-1.12, 0.84, -0.90], [0.04, 1.31, -1.07], [0.95, -0.26, 1.28], [-0.35, -0.82, 1.07]]}

***

--- ii ---
{"formula": "C4H8N4", "method": "wB97M-V/def2-TZVPD", "lumo_energy_ha": 0.0144, "smiles": "C1=N\\C=N/CCNN/1", "homo_energy_ev": -8.8, "molar_mass_g_mol": 112.14, "symbols": ["C", "C", "C", "C", "H", "H", "H", "H", "H", "H", "H", "H", "N", "N", "N", "N"], "xyz": [[0.12, -0.96, 0.07], [-1.34, -1.35, 0.09], [-1.44, 1.08, -0.07], [1.16, 1.26, 0.01], [0.08, -0.36, 0.93], [0.05, -0.27, -0.83], [-1.62, -1.74, 1.15], [-1.78, -2.14, -0.61], [-2.12, 1.87, -0.33], [1.87, 1.99, 0.24], [2.87, 0.12, 0.40], [1.57, -1.96, -0.82], [-2.05, -0.07, -0.10], [-0.16, 1.66, 0.10], [1.92, 0.07, -0.15], [1.46, -1.32, 0.04]]}

***

--- iii ---
{"formula": "C4H8N4", "method": "wB97M-V/def2-TZVPD", "lumo_energy_ha": 0.0046, "homo_energy_ev": -8.2, "molar_mass_g_mol": 112.14, "symbols": ["C", "C", "C", "C", "H", "H", "H", "H", "H", "H", "H", "H", "N", "N", "N", "N"], "xyz": [[-1.24, 0.69, 0.61], [-1.69, -0.48, -0.18], [1.63, -1.16, 0.16], [1.97, 0.16, 0.04], [-2.08, 1.42, 0.78], [-0.97, 0.33, 1.63], [-2.49, -1.22, 0.55], [-2.30, -0.08, -1.03], [2.18, -2.07, 0.11], [3.02, 0.30, -0.42], [1.60, 2.15, -0.50], [-0.22, 0.26, -1.31], [-0.50, -1.20, -0.58], [0.21, -1.38, 0.42], [1.09, 1.17, 0.16], [-0.22, 1.12, -0.44]]}

***

The structure with the least stability is iii.

***

--- i ---
{"formula": "C4H8N4", "method": "wB97M-V/def2-TZVPD", "lumo_energy_ha": 0.0191, "smiles": "C=NN/C=C\\N=N\\C", "homo_energy_ev": -8.2, "molar_mass_g_mol": 112.14, "symbols": ["C", "C", "C", "C", "H", "H", "H", "H", "H", "H", "H", "H", "N", "N", "N", "N"], "xyz": [[2.81, 0.68, 0.10], [0.02, -1.42, -0.06], [-1.32, -1.49, 0.06], [-1.57, 1.66, -0.09], [3.29, 0.78, -0.88], [3.59, 0.52, 0.89], [2.11, 1.55, 0.40], [0.58, -2.35, -0.04], [-1.80, -2.49, 0.05], [-3.25, -0.93, -0.05], [-1.96, 2.66, -0.08], [-0.47, 1.38, -0.37], [2.03, -0.53, 0.00], [0.83, -0.27, -0.12], [-2.37, -0.55, 0.05], [-2.52, 0.80, 0.13]]}

***

--- ii ---
{"formula": "C4H8N4", "method": "wB97M-V/def2-TZVPD", "lumo_energy_ha": -0.0057, "homo_energy_ev": -7.8, "molar_mass_g_mol": 112.14, "symbols": ["C", "C", "C", "C", "H", "H", "H", "H", "H", "H", "H", "H", "N", "N", "N", "N"], "xyz": [[-0.34, -0.91, -0.19], [0.45, 1.23, -1.02], [1.13, 2.22, -0.96], [1.09, -0.20, 2.27], [-3.11, -1.91, -1.80], [-2.14, -2.22, 0.19], [-0.98, -1.07, 0.79], [-0.07, 0.80, -1.75], [1.22, 3.19, -1.65], [1.88, 2.20, -0.04], [1.45, 0.49, 3.09], [0.76, -1.24, 2.47], [-1.97, -2.16, -1.23], [-0.99, -1.30, -1.31], [0.50, 0.29, -0.02], [1.10, 0.59, 1.15]]}

***

--- iii ---
{"formula": "C4H8N4", "method": "wB97M-V/def2-TZVPD", "lumo_energy_ha": 0.0145, "homo_energy_ev": -7.8, "molar_mass_g_mol": 112.14, "symbols": ["C", "C", "C", "C", "H", "H", "H", "H", "H", "H", "H", "H", "N", "N", "N", "N"], "xyz": [[-0.65, 1.07, -0.27], [0.60, 1.55, -0.02], [1.93, 0.57, 0.20], [-0.47, -1.37, 0.05], [-2.85, 0.41, 1.25], [-3.26, -1.22, 0.01], [-1.32, 1.88, -0.93], [0.79, 2.53, -0.24], [2.29, 0.68, 1.23], [2.72, 0.78, -0.59], [2.63, -1.56, 0.00], [-1.31, -2.12, 0.05], [-2.53, -0.21, 0.07], [-1.20, -0.20, -0.42], [1.83, -0.91, -0.25], [0.78, -1.88, -0.15]]}

***

The structure with the least stability is ii.

***

--- i ---
{"formula": "C4H8N4", "method": "wB97M-V/def2-TZVPD", "lumo_energy_ha": [0.0175, 0.0171], "homo_energy_ev": [-6.7, -6.7], "molar_mass_g_mol": 112.14, "symbols": ["C", "C", "C", "C", "N", "N", "N", "N", "H", "H", "H", "H", "H", "H", "H", "H"], "xyz": [[-1.46, -1.27, 0.60], [0.60, -1.00, -0.88], [2.16, 0.22, 0.51], [1.95, -0.47, -0.90], [-0.37, -1.06, -0.14], [-2.59, -0.62, 0.52], [-2.98, 0.01, -0.49], [-4.16, 0.65, -0.36], [-1.31, -1.94, 1.52], [1.50, 1.10, 0.73], [3.25, 0.47, 0.49], [1.84, -0.52, 1.39], [2.66, -1.23, -1.03], [2.13, 0.28, -1.75], [-4.75, 0.30, 0.38], [-4.55, 0.79, -1.25]]}

***

--- ii ---
{"formula": "C4H8N4", "method": "wB97M-V/def2-TZVPD", "lumo_energy_ha": 0.0332, "smiles": "[H]/N=C1/CC/C(=N/N)N1", "homo_energy_ev": -8.6, "molar_mass_g_mol": 112.14, "symbols": ["C", "C", "C", "C", "H", "H", "H", "H", "H", "H", "H", "H", "N", "N", "N", "N"], "xyz": [[0.28, 0.75, 0.08], [1.31, -0.10, 0.86], [0.80, -1.56, 0.54], [-0.51, -1.53, -0.13], [-0.26, 3.22, -1.49], [-1.34, 3.18, -0.13], [1.32, 0.21, 1.89], [2.18, 0.17, 0.30], [0.74, -2.10, 1.48], [1.49, -2.14, -0.09], [-2.15, -2.30, -0.71], [-1.47, 0.26, -1.03], [-0.72, 2.65, -0.83], [0.29, 2.07, -0.05], [-1.29, -2.59, -0.16], [-0.66, -0.16, -0.53]]}

***

--- iii ---
{"formula": "C4H8N4", "method": "wB97M-V/def2-TZVPD", "lumo_energy_ha": 0.0330, "smiles": "C=NN1C[C@@H]1/C=N/N", "homo_energy_ev": -7.7, "molar_mass_g_mol": 112.14, "symbols": ["C", "C", "C", "C", "H", "H", "H", "H", "H", "H", "H", "H", "N", "N", "N", "N"], "xyz": [[-0.58, 0.47, -0.64], [0.30, -0.72, -0.74], [1.77, -0.33, -0.30], [0.27, -1.07, 2.53], [-2.23, 2.18, -0.68], [-2.63, 1.65, -2.53], [-0.61, 1.04, 0.47], [0.11, -1.74, -1.27], [2.67, -0.78, -0.82], [1.94, 0.83, -0.44], [0.03, -0.82, 3.58], [0.56, -2.20, 2.11], [-1.92, 1.87, -1.72], [-1.12, 0.87, -1.88], [0.84, -0.99, 0.64], [0.60, -0.25, 1.68]]}

***

The structure with the least stability is iii.

***

--- i ---
{"formula": "C4H8N4", "method": "wB97M-V/def2-TZVPD", "lumo_energy_ha": 0.0214, "smiles": "C/N=N/C1=CNNC1", "homo_energy_ev": -7.9, "molar_mass_g_mol": 112.14, "symbols": ["C", "C", "C", "C", "H", "H", "H", "H", "H", "H", "H", "H", "N", "N", "N", "N"], "xyz": [[1.74, 1.71, 2.00], [0.04, -0.44, -0.26], [0.24, -1.57, -0.97], [-1.38, 0.11, -0.44], [1.75, 2.77, 1.86], [1.29, 1.57, 3.02], [2.76, 1.28, 1.98], [1.15, -2.17, -1.05], [-0.63, -1.68, -2.87], [-2.67, -1.31, -1.14], [-2.04, -0.10, 0.43], [-1.34, 1.12, -0.75], [0.79, 1.20, 1.03], [1.02, 0.08, 0.55], [-0.85, -1.76, -1.85], [-1.86, -0.80, -1.52]]}

***

--- ii ---
{"formula": "C4H8N4", "method": "wB97M-V/def2-TZVPD", "lumo_energy_ha": 0.0352, "smiles": "[H]/N=C1/NN[C@H]2C[C@@]12N", "homo_energy_ev": -8.4, "molar_mass_g_mol": 112.14, "symbols": ["C", "C", "C", "C", "H", "H", "H", "H", "H", "H", "H", "H", "N", "N", "N", "N"], "xyz": [[0.38, 0.62, 0.12], [0.80, 0.22, 1.47], [-0.69, 0.28, 1.13], [0.15, -0.44, -0.87], [1.15, 2.53, 0.38], [0.12, 2.30, -1.04], [1.23, 1.06, 2.10], [1.23, -0.78, 1.57], [-1.39, 0.92, 1.60], [-1.49, -1.55, 1.56], [-1.16, -2.00, -0.93], [1.07, 0.40, -2.30], [0.82, 1.88, -0.37], [-1.42, -0.93, 0.71], [-0.54, -1.52, -0.28], [0.47, -0.42, -2.07]]}

***

The structure with the least stability is i.

***

--- i ---
{"formula": "C4H10NO", "method": "wB97M-V/def2-TZVPD", "lumo_energy_ha": -0.1160, "charge": 1, "smiles": "C[C@@H](O)[C@H]1C[NH2+]1", "homo_energy_ev": -15.3, "molar_mass_g_mol": 88.13, "symbols": ["C", "C", "C", "C", "N", "O", "H", "H", "H", "H", "H", "H", "H", "H", "H", "H"], "xyz": [[0.21, 0.41, -1.93], [-0.17, -0.38, -0.70], [-0.69, -0.77, 1.68], [-0.53, 0.34, 0.59], [1.23, -0.11, -1.11], [0.46, 1.19, 1.01], [-0.13, -0.04, -2.83], [0.01, 1.46, -2.01], [-0.53, -1.41, -0.98], [0.31, -1.00, 1.97], [-1.45, -1.54, 1.51], [-1.10, -0.11, 2.41], [-1.51, 0.92, 0.40], [1.76, -0.77, -1.60], [1.56, 0.58, -0.39], [0.57, 1.22, 1.98]]}

***

--- ii ---
{"formula": "C4H10NO", "method": "wB97M-V/def2-TZVPD", "lumo_energy_ha": -0.2034, "charge": 1, "homo_energy_ev": -14.5, "molar_mass_g_mol": 88.13, "symbols": ["C", "C", "C", "C", "N", "H", "H", "H", "H", "H", "H", "H", "H", "H", "H", "O"], "xyz": [[1.29, -1.24, 0.90], [0.68, -0.68, -0.36], [1.02, -1.05, -1.59], [-1.56, -0.79, 0.63], [-0.76, -0.35, -0.27], [0.87, -0.79, 1.81], [2.34, -0.94, 0.89], [1.18, -2.32, 0.96], [0.42, -1.08, -2.49], [2.04, -1.38, -1.79], [-2.56, -0.40, 0.76], [-1.14, -1.38, 1.44], [-1.09, -0.16, -1.21], [-0.67, 4.70, -0.37], [-1.27, 4.05, 0.74], [-0.80, 3.81, -0.06]]}

***

--- iii ---
{"formula": "C4H10NO", "method": "wB97M-V/def2-TZVPD", "lumo_energy_ha": -0.1136, "charge": 1, "smiles": "C[C@@H]1[NH2+][C@]1(C)O", "homo_energy_ev": -15.5, "molar_mass_g_mol": 88.13, "symbols": ["C", "C", "C", "C", "N", "O", "H", "H", "H", "H", "H", "H", "H", "H", "H", "H"], "xyz": [[-0.74, -0.51, -0.17], [0.61, 0.15, -0.06], [-2.00, 0.34, -0.24], [1.92, -0.42, -0.48], [-0.16, -0.47, 1.15], [0.60, 1.51, 0.10], [-0.83, -1.47, -0.82], [-2.88, -0.28, 0.05], [-2.01, 0.76, -1.26], [-1.94, 1.12, 0.56], [2.39, -1.21, 0.13], [2.67, 0.39, -0.37], [1.73, -0.80, -1.57], [-0.69, 0.20, 1.70], [0.05, -1.31, 1.62], [1.28, 2.01, -0.35]]}

***

The structure with the least stability is ii.